Entry 1:
The following is a quantum chemistry calculation of a molecular structure, C31H39N5O2PTl, from the OMol25 dataset.

Cartesian coordinates (Å):
Tl (0.251, -0.523, 0.240)
C (-0.861, 1.604, 2.605)
N (0.191, 1.688, 1.596)
C (0.060, 2.785, 0.648)
C (-0.836, 2.330, -0.462)
N (-0.936, 1.075, -0.849)
C (-1.806, 1.059, -1.950)
C (-2.243, 0.012, -2.758)
C (-3.106, 0.329, -3.786)
C (-3.529, 1.650, -4.011)
C (-3.096, 2.692, -3.220)
C (-2.223, 2.363, -2.189)
N (-1.589, 3.139, -1.219)
C (-1.048, 0.178, 3.000)
N (-1.307, -0.760, 2.107)
C (-1.614, -1.910, 2.865)
C (-2.119, -3.152, 2.482)
C (-2.356, -4.079, 3.476)
C (-2.095, -3.794, 4.827)
C (-1.646, -2.553, 5.224)
C (-1.445, -1.617, 4.215)
N (-1.088, -0.274, 4.257)
H (-1.796, 1.925, 2.141)
H (-0.682, 2.243, 3.472)
H (1.095, 1.725, 2.046)
H (1.044, 2.986, 0.223)
H (-0.308, 3.711, 1.098)
H (-1.913, -1.004, -2.593)
H (-3.463, -0.454, -4.442)
H (-4.204, 1.855, -4.831)
H (-3.415, 3.710, -3.398)
H (-1.664, 4.139, -1.119)
H (-2.339, -3.375, 1.448)
H (-2.752, -5.050, 3.211)
H (-2.272, -4.558, 5.572)
H (-1.472, -2.322, 6.267)
H (-0.904, 0.266, 5.087)
O (2.037, -0.530, 1.883)
C (2.743, 0.237, 1.176)
O (2.338, 0.710, 0.083)
H (3.742, 0.515, 1.533)
C (1.093, -3.708, 1.734)
C (1.864, -3.864, 0.429)
C (3.322, -3.442, 0.628)
C (1.783, -5.330, -0.018)
P (1.025, -2.768, -0.830)
C (-0.556, -3.505, -1.326)
C (-1.772, -2.928, -0.959)
C (-2.979, -3.503, -1.329)
C (-2.988, -4.663, -2.086)
C (-1.787, -5.246, -2.468)
C (-0.581, -4.682, -2.087)
C (2.015, -2.379, -2.375)
C (2.662, -3.655, -2.930)
C (3.101, -1.346, -2.080)
C (1.018, -1.792, -3.380)
H (1.487, -4.424, 2.458)
H (0.037, -3.927, 1.599)
H (1.211, -2.711, 2.159)
H (3.728, -4.035, 1.451)
H (3.406, -2.396, 0.913)
H (3.942, -3.632, -0.246)
H (2.252, -5.931, 0.765)
H (2.321, -5.527, -0.944)
H (0.756, -5.673, -0.121)
H (-1.799, -2.012, -0.381)
H (-3.910, -3.042, -1.022)
H (-3.927, -5.114, -2.378)
H (-1.787, -6.150, -3.064)
H (0.335, -5.168, -2.385)
H (3.346, -4.119, -2.224)
H (3.249, -3.371, -3.807)
H (1.933, -4.392, -3.261)
H (3.826, -1.693, -1.345)
H (2.690, -0.402, -1.740)
H (3.640, -1.156, -3.010)
H (0.244, -2.504, -3.665)
H (1.563, -1.507, -4.282)
H (0.536, -0.889, -2.990)

Output
Total charge: +2
Largest force on an atom (eV/Å): 0.56
Total energy (eV): -58296.9693
Lowest unoccupied orbital energy (eV): -6.1
Frontier orbital gap (eV): 7.89
HOMO level (hartree): -0.51534

Results of the Löwdin charge analysis, in e, for atoms 1 through 2:
1. Tl 1.056
2. C -0.083

Entry 2:
The following is a quantum chemistry calculation of 3 unconnected molecules or ions with the total composition C40H74F3IN5O10S2, from the OMol25 dataset.

Cartesian coordinates (Å):
C (0.874, -2.509, 2.506)
C (1.506, -3.001, 1.196)
S (1.907, -1.506, 0.235)
C (1.676, -1.983, -1.508)
C (1.993, -0.867, -2.521)
C (3.343, -0.268, -2.013)
C (4.483, -0.977, -2.273)
C (5.675, -0.499, -1.794)
C (5.671, 0.690, -1.101)
C (4.478, 1.309, -0.906)
N (3.305, 0.855, -1.327)
N (2.323, -1.454, -3.858)
C (1.600, -0.790, -4.847)
N (1.977, -0.620, -6.063)
C (3.265, -1.205, -6.466)
C (4.438, -0.194, -6.459)
C (5.720, -0.763, -5.803)
I (7.318, -0.889, -7.256)
C (1.129, 0.094, -7.032)
C (1.779, 1.297, -7.721)
C (1.710, 2.627, -6.958)
C (2.259, 3.808, -7.777)
C (1.458, 5.096, -7.477)
O (2.051, 5.697, -6.318)
C (1.247, 6.590, -5.694)
C (1.931, 7.417, -4.630)
O (0.062, 6.726, -5.917)
N (0.378, -0.347, -4.264)
C (-0.480, -1.574, -4.237)
C (-1.959, -1.264, -4.542)
C (-2.318, -1.470, -6.044)
C (-2.881, -2.184, -3.694)
C (0.909, 0.174, -2.970)
C (1.531, 1.530, -3.418)
N (1.282, 2.597, -2.479)
C (1.983, 3.798, -2.961)
S (-0.436, 0.528, -1.784)
O (0.080, 1.042, -0.565)
O (-1.186, -0.671, -1.532)
C (-1.671, 1.745, -2.520)
F (-1.597, 2.841, -1.775)
F (-2.892, 1.270, -2.390)
F (-1.409, 2.067, -3.785)
H (0.911, -3.271, 3.281)
H (1.415, -1.617, 2.829)
H (-0.140, -2.168, 2.302)
H (2.450, -3.485, 1.437)
H (0.829, -3.663, 0.660)
H (2.392, -2.790, -1.712)
H (0.681, -2.422, -1.609)
H (4.493, -1.911, -2.809)
H (6.604, -1.032, -1.941)
H (6.579, 1.113, -0.700)
H (4.478, 2.249, -0.362)
H (2.165, -2.457, -3.822)
H (3.523, -2.075, -5.874)
H (3.138, -1.581, -7.482)
H (4.689, -0.007, -7.501)
H (4.143, 0.772, -6.048)
H (6.082, -0.049, -5.072)
H (5.570, -1.749, -5.379)
H (0.909, -0.627, -7.824)
H (0.170, 0.380, -6.609)
H (2.814, 1.128, -8.023)
H (1.217, 1.443, -8.647)
H (0.667, 2.782, -6.662)
H (2.299, 2.532, -6.042)
H (3.287, 4.000, -7.471)
H (2.185, 3.629, -8.850)
H (1.596, 5.764, -8.327)
H (0.423, 4.807, -7.325)
H (3.001, 7.519, -4.802)
H (1.458, 8.395, -4.622)
H (1.752, 6.989, -3.645)
H (-0.142, -2.234, -5.044)
H (-0.456, -2.125, -3.299)
H (-2.228, -0.244, -4.280)
H (-3.304, -1.927, -6.097)
H (-1.603, -2.114, -6.557)
H (-2.406, -0.494, -6.524)
H (-3.767, -1.624, -3.397)
H (-3.226, -3.045, -4.266)
H (-2.392, -2.532, -2.786)
H (2.609, 1.428, -3.649)
H (1.049, 1.815, -4.350)
H (1.675, 2.384, -1.567)
H (1.581, 4.024, -3.950)
H (1.871, 4.629, -2.274)
H (3.055, 3.590, -3.116)
C (-0.852, 1.432, 5.329)
O (-0.815, 0.347, 6.231)
C (-0.593, -0.887, 5.562)
C (-0.213, -1.974, 6.546)
O (1.166, -1.952, 6.894)
C (1.574, -0.942, 7.810)
C (1.188, -1.232, 9.244)
O (-0.156, -0.853, 9.487)
C (-0.644, -1.397, 10.694)
H (-1.646, 1.297, 4.585)
H (-1.056, 2.335, 5.902)
H (0.113, 1.548, 4.824)
H (0.209, -0.772, 4.824)
H (-1.523, -1.165, 5.048)
H (-0.366, -2.937, 6.054)
H (-0.848, -1.954, 7.432)
H (1.222, 0.042, 7.493)
H (2.664, -0.935, 7.754)
H (1.834, -0.652, 9.917)
H (1.319, -2.301, 9.449)
H (-0.664, -2.492, 10.645)
H (-1.662, -1.037, 10.837)
H (-0.032, -1.076, 11.544)
C (-9.167, -0.976, 7.664)
O (-7.840, -1.327, 7.981)
C (-7.740, -2.669, 8.429)
C (-6.294, -3.117, 8.439)
O (-5.824, -3.537, 7.164)
C (-5.529, -2.502, 6.236)
C (-4.227, -1.788, 6.530)
O (-4.416, -0.799, 7.520)
C (-3.183, -0.344, 8.056)
H (-9.823, -1.097, 8.534)
H (-9.173, 0.069, 7.362)
H (-9.541, -1.584, 6.832)
H (-8.324, -3.328, 7.775)
H (-8.143, -2.720, 9.450)
H (-6.225, -4.003, 9.073)
H (-5.644, -2.353, 8.869)
H (-6.359, -1.798, 6.151)
H (-5.425, -3.006, 5.272)
H (-3.870, -1.292, 5.614)
H (-3.477, -2.518, 6.863)
H (-2.666, -1.160, 8.571)
H (-3.408, 0.436, 8.783)
H (-2.529, 0.072, 7.274)

Output
Total charge: +1
Largest force on an atom (eV/Å): 2.83
Total energy (eV): -108517.5786
Lowest unoccupied orbital energy (eV): -3.3
Frontier orbital gap (eV): 6.80
HOMO level (hartree): -0.36977

Results of the Löwdin charge analysis, in e, for atoms 1 through 2:
1. C -0.178
2. C -0.498

Entry 3:
The following is a quantum chemistry calculation of a single C3H3ClO2 molecule, from the OMol25 dataset.

Cartesian coordinates (Å):
C (-0.126, 0.206, -0.440)
C (-1.412, -0.145, 0.274)
C (1.214, 0.216, 0.236)
O (-0.354, 0.532, -1.568)
O (-1.913, 0.355, 1.240)
Cl (-2.085, -1.560, -0.601)
H (1.705, 1.100, 0.185)
H (1.648, -0.508, -0.504)
H (1.322, -0.197, 1.176)

Output
Largest force on an atom (eV/Å): 4.60
Total energy (eV): -19776.0691
SMILES string: CC(=O)C(=O)Cl
Lowest unoccupied orbital energy (eV): -0.1
Frontier orbital gap (eV): 10.23
HOMO level (hartree): -0.38126

Results of the Löwdin charge analysis, in e, for atoms 1 through 2:
1. C -0.472
2. C -0.691

Entry 4:
The following is a quantum chemistry calculation of 2 unconnected molecules or ions with the total composition CH4INOS, from the OMol25 dataset.

Cartesian coordinates (Å):
C (1.558, -0.639, 0.182)
N (0.817, 0.108, 0.895)
O (-0.250, -0.209, 1.496)
S (-1.893, 1.085, -0.825)
I (-2.777, -0.978, -0.463)
H (1.392, -1.790, -0.146)
H (-2.501, 1.464, -2.100)
H (2.401, -0.099, -0.261)
H (1.253, 1.057, 1.221)

Output
Largest force on an atom (eV/Å): 3.82
Total energy (eV): -23572.0427
SMILES string: C=[NH+][O-].SI
Lowest unoccupied orbital energy (eV): -0.1
Frontier orbital gap (eV): 8.42
HOMO level (hartree): -0.31202

Results of the Löwdin charge analysis, in e, for atoms 1 through 2:
1. C 0.003
2. N -0.281